{
  "formula": "CH7O5",
  "method": "ωB97M-V/def2-TZVPD",
  "species": ["O", "C", "O", "H", "H", "H", "O", "H", "H", "O", "H", "H", "O"],
  "coordinates": [[-1.454513, -0.941978, -0.221954], [-0.967925, -0.146870, -1.036462], [-0.225187, 0.839354, -0.832980], [-1.241857, -0.350005, -2.112445], [0.831500, 0.311787, 1.078303], [1.893981, 1.396966, 1.263371], [1.585448, 0.566679, 1.636359], [0.805907, 2.183455, -0.243492], [1.168495, 3.419801, -1.093451], [1.340284, 2.999314, -0.251856], [-1.253744, -2.638837, 0.576899], [-1.611397, -4.111143, 0.513875], [-0.870991, -3.528523, 0.723833]],
  "forces_ev_per_a": [[-0.1590, -0.2263, 0.5087], [-0.0802, -0.0295, -0.4958], [0.0686, -0.0139, 0.0539], [0.1328, 0.2006, 0.1521], [0.0797, 0.1298, -0.0718], [-0.0237, 0.0394, -0.0954], [-0.0351, -0.1885, 0.1816], [-0.3200, 0.0258, -0.5187], [-0.1404, -0.1788, -0.1544], [0.3658, 0.2002, 0.5522], [0.4759, 0.1212, -0.2322], [0.2248, 0.0422, 0.0434], [-0.5892, -0.1222, 0.0766]],
  "nbo_charge": [-0.795, 0.665, -0.831, 0.007, 0.498, 0.471, -0.980, 0.518, 0.461, -1.000, 0.515, 0.444, -0.973],
  "lumo_ev": 3.92,
  "orbital_gap_ev": 9.204,
  "de_lowest_kcal_mol": 8.1,
  "total_charge": -1,
  "homo_energy_ev": -5.2881
}



{
  "formula": "C10H36N2O7",
  "method": "ωB97M-V/def2-TZVPD",
  "species": ["C", "O", "C", "C", "C", "N", "H", "H", "H", "H", "H", "H", "H", "H", "H", "H", "H", "C", "O", "C", "C", "C", "N", "H", "H", "H", "H", "H", "H", "H", "H", "H", "H", "H", "C", "C", "O", "H", "H", "H", "H", "H", "H", "O", "H", "H", "O", "H", "H", "O", "H", "H", "O", "H", "H"],
  "coordinates": [[-2.215754, -1.409203, 3.958531], [-3.094521, -0.467359, 3.440582], [-2.497148, 0.794251, 3.065668], [-1.801081, 0.640960, 1.752209], [-1.442712, 2.066612, 1.264398], [-2.710406, 0.117090, 0.719815], [-2.131376, -1.344019, 5.032566], [-1.265251, -1.432645, 3.423212], [-2.713560, -2.382706, 3.753180], [-3.353397, 1.537788, 3.000761], [-1.841673, 1.088217, 3.860355], [-0.935887, 0.033830, 1.938556], [-0.652624, 2.551793, 1.849991], [-2.360710, 2.678945, 1.173101], [-1.047775, 2.072362, 0.231568], [-3.129307, -0.750936, 1.108396], [-3.509152, 0.754760, 0.648893], [1.266339, -2.687600, 0.212555], [1.108907, -1.391127, 0.768281], [2.255474, -0.615667, 0.841742], [1.868910, 0.712488, 1.493825], [3.183785, 1.620788, 1.526876], [1.371929, 0.540700, 2.868732], [1.736526, -2.704090, -0.788307], [0.285134, -3.077883, 0.007130], [1.709825, -3.338776, 0.936193], [3.032528, -1.107816, 1.441380], [2.657282, -0.436312, -0.163156], [1.201468, 1.318120, 0.885834], [3.553495, 1.951311, 0.565140], [3.951801, 1.004389, 1.978633], [3.021446, 2.508700, 2.191873], [2.105306, 0.344933, 3.575317], [0.807721, -0.274708, 2.804683], [2.180107, 1.517025, -2.591097], [0.909130, 2.192700, -2.095644], [1.167672, 3.265188, -1.149298], [2.659278, 2.061942, -3.414310], [1.978972, 0.515709, -2.915856], [2.800884, 1.425882, -1.733373], [0.332183, 1.409416, -1.622383], [0.292932, 2.656040, -2.851728], [1.868184, 3.026563, -0.524033], [-1.189193, -3.578322, -2.783559], [-1.544379, -2.745369, -2.384378], [-1.796581, -3.946466, -3.435427], [-1.201157, 0.317264, -4.410859], [-1.492128, 0.619918, -5.257676], [-0.542203, -0.381486, -4.573854], [0.241188, -2.088976, -4.686624], [0.596864, -2.714757, -5.369475], [-0.047722, -2.586799, -3.916833], [-1.807204, -1.024325, -1.946145], [-1.999895, -0.580447, -1.111820], [-1.822477, -0.277890, -2.594163]],
  "forces_ev_per_a": [[-0.7233, -1.5203, -0.6508], [-0.5914, 1.1941, -0.3616], [-1.9518, -0.5298, 0.5627], [-0.7357, 2.4073, -0.8890], [0.6273, -0.1287, -0.7890], [-0.2619, -1.3966, 0.5392], [0.4780, 0.3013, 0.4493], [0.2551, 0.0756, 0.3001], [0.4630, 0.3561, 0.1931], [0.9431, -0.8724, 0.0398], [0.6286, 0.4798, 0.4298], [0.3607, -0.4270, -0.7295], [-0.4922, 0.0100, 0.2296], [0.4174, -0.1513, 0.5122], [-0.0869, -0.3758, 0.3749], [0.2876, 0.6340, -0.4365], [0.3412, -0.0892, -0.0420], [-0.5395, 0.5670, -0.6428], [-0.8586, -0.6214, -0.2847], [-0.0051, 0.7103, -0.2056], [2.8324, 1.3361, 0.3649], [-1.2510, -0.3836, 1.3089], [0.5611, 0.5668, -0.1676], [0.4027, 0.2359, 0.5910], [-0.6255, -0.0118, 0.1348], [0.8008, -0.5298, 0.2548], [0.0773, 0.0087, 0.0819], [0.1060, -0.0014, -0.0680], [-0.7490, -0.5515, 0.0225], [-0.1527, -0.0182, -0.3432], [0.4478, 0.0343, 0.1639], [0.0501, -0.7326, -0.6426], [-0.3830, 0.2138, -0.9698], [-0.6468, -0.8328, 0.4549], [-0.7001, 0.9471, -0.7716], [0.4892, 0.2712, 0.8268], [0.0307, -0.2819, -0.3526], [0.1219, -0.0661, 0.4227], [-0.2659, -0.5746, -0.3598], [1.0240, -0.0074, 0.6019], [-0.4914, -0.1323, 0.3364], [0.0021, -0.0426, -0.3528], [-0.2571, -0.1724, -0.3443], [0.3652, 0.1098, 0.2333], [-0.1698, -0.3619, -0.4881], [-0.1639, 0.4126, 0.3258], [0.4028, -0.1187, 0.8952], [-0.2491, 0.2136, -0.7268], [-0.1843, -0.0807, -0.1240], [0.9445, -0.1157, -1.6265], [-0.6033, 0.8521, 1.2685], [-0.2887, -0.7208, 0.3429], [0.0159, 0.9008, -0.8340], [-0.1730, -0.0176, 0.7710], [0.1245, -0.9715, 0.1700]],
  "nbo_charge": [-0.252, -0.560, -0.073, -0.103, -0.626, -0.852, 0.172, 0.161, 0.187, 0.183, 0.184, 0.206, 0.227, 0.201, 0.228, 0.373, 0.357, -0.253, -0.557, -0.071, -0.068, -0.625, -0.844, 0.178, 0.202, 0.169, 0.157, 0.167, 0.202, 0.204, 0.201, 0.224, 0.361, 0.358, -0.633, -0.061, -0.736, 0.211, 0.221, 0.191, 0.158, 0.191, 0.460, -1.000, 0.523, 0.476, -0.988, 0.473, 0.509, -1.000, 0.483, 0.510, -1.018, 0.508, 0.507],
  "lumo_ev": 0.60,
  "orbital_gap_ev": 10.114,
  "de_lowest_kcal_mol": 0.0,
  "homo_energy_ev": -9.5098
}



{
  "formula": "C3H7NO2S",
  "method": "ωB97M-V/def2-TZVPD",
  "species": ["N", "C", "C", "S", "C", "O", "O", "H", "H", "H", "H", "H", "H", "H"],
  "coordinates": [[0.977579, 1.475312, -0.019669], [0.230377, 0.276435, 0.319670], [-1.182246, 0.489244, -0.366519], [-2.469896, -0.686277, -0.374797], [1.029237, -0.930912, -0.134769], [1.739095, -0.879717, -1.099178], [0.616428, -2.200984, 0.412175], [1.509909, 1.807967, 0.919785], [1.924420, 1.280486, -0.701038], [0.201542, 0.324014, 1.440897], [-0.966393, 0.844036, -1.409615], [-1.670865, 1.328733, -0.013231], [-2.899185, -0.212974, 0.975516], [0.960001, -2.915357, 0.050772]],
  "forces_ev_per_a": [[5.5641, 1.5404, 0.6918], [0.0376, 0.5403, 1.4046], [2.4220, -0.3328, -1.9457], [-1.4697, -0.2856, 2.8304], [-1.8243, -3.2361, -1.2886], [0.4644, -0.1637, 0.6693], [-2.4663, 8.2536, 3.0620], [-1.6779, -0.8357, -2.9031], [-3.7883, 0.2589, 2.2098], [-0.6999, -0.7001, -0.9521], [0.0592, -0.8105, 0.6416], [-0.1350, 1.9626, 1.3262], [0.4394, -1.2895, -2.4699], [3.0746, -4.9018, -3.2764]],
  "nbo_charge": [-0.845, -0.179, -0.562, 0.009, 0.790, -0.566, -0.704, 0.360, 0.398, 0.217, 0.240, 0.232, 0.129, 0.480],
  "lumo_ev": 0.61,
  "orbital_gap_ev": 9.766,
  "de_lowest_kcal_mol": 59.3,
  "homo_energy_ev": -9.1595
}



{
  "formula": "C3H3N3",
  "method": "ωB97M-V/def2-TZVPD",
  "species": ["C", "C", "N", "N", "N", "C", "H", "H", "H"],
  "coordinates": [[0.529588, -0.335752, -0.629274], [-0.240860, 0.800517, -0.818363], [-1.048607, 1.245731, 0.147409], [-0.831923, 0.836082, 1.377945], [-0.109058, -0.228007, 1.637103], [0.351627, -0.938197, 0.608009], [1.196052, -0.740341, -1.382380], [-0.282866, 1.360226, -1.753430], [0.436046, -2.000259, 0.812979]],
  "forces_ev_per_a": [[-0.0885, -0.0829, 0.1193], [0.0294, -0.0951, 0.1504], [0.5258, 0.4199, 0.0601], [-0.0305, 0.3615, 0.1302], [-0.9563, -0.3633, -0.3839], [-0.0949, 0.0205, -0.1725], [-0.3383, -0.0886, -0.0649], [-0.0062, -0.2894, 0.1763], [0.9596, 0.1173, -0.0151]],
  "nbo_charge": [-0.269, 0.016, -0.231, 0.003, -0.226, 0.041, 0.236, 0.217, 0.212],
  "lumo_ev": 0.01,
  "orbital_gap_ev": 9.911,
  "de_lowest_kcal_mol": 52.6,
  "homo_energy_ev": -9.8978
}



{
  "formula": "C7H16",
  "method": "ωB97M-V/def2-TZVPD",
  "species": ["C", "C", "C", "C", "C", "H", "H", "H", "H", "H", "H", "H", "H", "H", "H", "H", "H", "C", "C", "H", "H", "H", "H"],
  "coordinates": [[0.818608, -2.299319, -0.036215], [-0.000171, -1.451307, -1.055911], [-0.071504, -0.077137, -0.446998], [-0.870515, 0.776608, -1.528961], [-1.342938, 2.066843, -1.078332], [1.713447, -1.774585, 0.152682], [0.294739, -2.369413, 0.965560], [1.013264, -3.400603, -0.323821], [-0.978956, -1.969161, -1.130947], [0.541605, -1.444593, -2.030671], [-0.795810, -0.057673, 0.398379], [0.888325, 0.279770, -0.251534], [-1.665134, 0.122490, -1.830647], [-0.421058, 0.708879, -2.441414], [-0.495163, 2.730347, -0.824176], [-1.944225, 2.602834, -1.814362], [-2.056202, 1.984909, -0.274860], [0.598295, 0.204833, 1.831514], [1.095018, 1.055136, 2.635186], [-0.421993, -0.367797, 2.065581], [1.220283, -0.183312, 1.057793], [0.700642, 1.618363, 3.469793], [2.179445, 1.243889, 2.492359]],
  "forces_ev_per_a": [[-1.4688, -2.3014, 0.0883], [0.9795, -2.0144, 1.2610], [-4.9041, 0.6562, -4.2527], [0.0995, -2.6674, 2.0407], [-0.2707, 2.4126, -0.1089], [1.4591, 0.0589, 0.1554], [0.3745, 0.1551, -1.1375], [-0.1199, 1.8205, 0.1470], [0.3616, 0.7095, -0.3949], [-0.5734, 0.0048, 0.5353], [1.0801, -0.0810, -0.9531], [0.7769, 1.0091, -0.6214], [-1.3166, -0.3625, 0.5134], [2.2790, 0.8427, -2.4893], [-0.5188, -0.1707, 0.2291], [0.2212, 0.0057, -0.4313], [0.1450, -0.0955, 0.8418], [-2.9811, -3.9916, 1.8343], [3.1211, 2.8543, 2.0550], [2.3534, 1.6514, -0.5442], [0.1518, -0.5243, 1.2870], [-0.5688, -0.3980, 0.0075], [-0.6806, 0.4257, -0.0626]],
  "nbo_charge": [-0.600, -0.397, -0.383, -0.398, -0.607, 0.186, 0.199, 0.209, 0.202, 0.199, 0.218, 0.190, 0.188, 0.196, 0.203, 0.208, 0.203, -0.368, -0.412, 0.191, 0.187, 0.201, 0.182],
  "lumo_ev": 0.96,
  "orbital_gap_ev": 10.672,
  "de_lowest_kcal_mol": 95.3,
  "homo_energy_ev": -9.7077
}



{
  "formula": "C7H8",
  "method": "ωB97M-V/def2-TZVPD",
  "species": ["C", "C", "C", "C", "C", "C", "C", "H", "H", "H", "H", "H", "H", "H", "H"],
  "coordinates": [[-0.967888, 0.493537, -1.310030], [0.124988, 0.203581, -0.284837], [1.454353, 0.881261, -0.586201], [-0.345250, 0.363063, 1.085415], [-0.656939, -0.573922, 1.984946], [0.235883, -1.256208, 0.040506], [-0.217030, -1.741345, 1.221086], [-1.896743, -0.013469, -1.038133], [-0.646077, 0.141600, -2.293744], [-1.146630, 1.572098, -1.351588], [1.306901, 1.964718, -0.629119], [2.194012, 0.654999, 0.185717], [1.831537, 0.529692, -1.550228], [-1.076211, -0.447152, 2.983818], [-0.194905, -2.772454, 1.542391]],
  "forces_ev_per_a": [[-0.0669, 0.0231, -0.0916], [0.0886, -0.4115, 0.2299], [0.0735, 0.0438, -0.0275], [-0.7259, 1.5308, 1.0444], [0.2867, 0.2157, -0.5297], [-0.0653, -0.8356, 0.1211], [0.2032, -0.3431, -0.2096], [0.1282, 0.0731, -0.0381], [-0.0315, 0.0553, 0.1076], [0.0141, -0.1488, -0.0249], [0.0415, -0.1438, -0.0096], [-0.1177, 0.0182, -0.1045], [-0.0434, 0.0529, 0.1055], [0.1956, -0.0437, -0.4142], [0.0193, -0.0863, -0.1588]],
  "nbo_charge": [-0.569, -0.238, -0.573, 0.173, -0.337, 0.103, -0.328, 0.227, 0.218, 0.216, 0.215, 0.227, 0.218, 0.232, 0.217],
  "lumo_ev": [0.02, -0.13],
  "orbital_gap_ev": [8.438, 8.196],
  "de_lowest_kcal_mol": 138.3,
  "homo_energy_ev": [-8.4220, -8.3234]
}